1.
ORCA calculation (ωB97M-V/def2-TZVPD) on one molecule with the formula C7H13N3O4.

HOMO-LUMO gap (eV): 9.649
HOMO energy (eV): -9.3
SMILES string: C[C@H](NC(=O)[C@@H](N)CC(N)=O)C(=O)O

Last columns: bonded neighbours and bond lengths (Å).
Positions of all 27 atoms, in Å:
1 C 1.003 -0.546 2.546  C2 1.480, H15 1.077, H16 1.123, H17 1.069
2 C 0.717 -1.610 1.558  C1 1.480, N3 1.463, C12 1.578, H18 1.087
3 N 1.281 -1.509 0.212  C2 1.463, C4 1.397, H19 0.988
4 C 0.974 -0.490 -0.694  N3 1.397, O5 1.210, C6 1.562
5 O 1.868 -0.177 -1.448  C4 1.210
6 C -0.479 0.075 -0.785  C4 1.562, N7 1.483, C8 1.517, H20 1.094
7 N -0.911 1.097 0.199  C6 1.483, H21 0.987, H22 0.985
8 C -0.658 0.674 -2.167  C6 1.517, C9 1.524, H23 1.139, H24 1.095
9 C 0.236 1.819 -2.627  C8 1.524, N10 1.353, O11 1.206
10 N 0.138 2.942 -1.878  C9 1.353, H25 1.022, H26 1.017
11 O 0.944 1.751 -3.601  C9 1.206
12 C -0.809 -1.976 1.392  C2 1.578, O13 1.237, O14 1.368
13 O -1.252 -2.664 0.464  C12 1.237
14 O -1.687 -1.533 2.343  C12 1.368, H27 0.972
15 H 0.912 -0.810 3.586  C1 1.077
16 H 2.059 -0.196 2.392  C1 1.123
17 H 0.378 0.317 2.460  C1 1.069
18 H 1.138 -2.523 1.970  C2 1.087
19 H 2.245 -1.710 0.134  N3 0.988
20 H -1.100 -0.821 -0.702  C6 1.094
21 H -1.720 0.788 0.674  N7 0.987
22 H -0.191 1.386 0.806  N7 0.985
23 H -0.748 -0.114 -2.985  C8 1.139
24 H -1.687 1.044 -2.118  C8 1.095
25 H 0.498 3.675 -2.493  N10 1.022
26 H -0.633 2.996 -1.217  N10 1.017
27 H -2.516 -1.887 1.978  O14 0.972

=====

2.
ORCA calculation (ωB97M-V/def2-TZVPD) on one molecule with the formula C7H13N3O4.

HOMO-LUMO gap (eV): 9.951
HOMO energy (eV): -9.8
SMILES string: NC(=O)CC[C@H](N)C(=O)NCC(=O)O

Last columns: bonded neighbours and bond lengths (Å).
Positions of all 27 atoms, in Å:
1 N -4.717 -0.830 -0.685  C2 1.346, H15 1.229, H16 1.180
2 C -3.994 0.024 0.062  N1 1.346, O3 1.210, C4 1.593
3 O -4.431 0.932 0.734  C2 1.210
4 C -2.490 -0.464 0.255  C2 1.593, C5 1.598, H17 1.261, H18 1.286
5 C -1.405 0.562 -0.313  C4 1.598, C6 1.575, H19 1.148, H20 1.231
6 C 0.040 0.114 0.125  C5 1.575, N7 1.544, C8 1.536, H21 1.098
7 N 0.337 -0.197 1.609  C6 1.544, H22 1.149, H23 1.097
8 C 1.042 1.238 -0.180  C6 1.536, O9 1.183, N10 1.371
9 O 0.564 2.308 -0.345  C8 1.183
10 N 2.402 1.068 -0.226  C8 1.371, C11 1.480, H24 1.051
11 C 3.015 -0.278 -0.272  N10 1.480, C12 1.515, H25 1.153, H26 1.187
12 C 4.469 -0.045 0.081  C11 1.515, O13 1.220, O14 1.483
13 O 5.090 0.972 0.341  C12 1.220
14 O 5.058 -1.387 -0.147  C12 1.483, H27 0.949
15 H -5.505 -0.145 -1.334  N1 1.229
16 H -4.131 -1.100 -1.673  N1 1.180
17 H -2.432 -0.674 1.497  C4 1.261
18 H -2.273 -1.640 -0.219  C4 1.286
19 H -1.561 0.781 -1.429  C5 1.148
20 H -1.640 1.618 0.276  C5 1.231
21 H 0.372 -0.727 -0.499  C6 1.098
22 H -0.346 0.506 2.209  N7 1.149
23 H -0.183 -1.155 1.733  N7 1.097
24 H 2.843 2.019 -0.304  N10 1.051
25 H 2.352 -0.865 0.467  C11 1.153
26 H 3.169 -0.650 -1.389  C11 1.187
27 H 4.356 -1.984 -0.374  O14 0.949

=====

3.
ORCA calculation (ωB97M-V/def2-TZVPD) on one molecule with the formula C7H13N3O4.

HOMO-LUMO gap (eV): 9.960
HOMO energy (eV): -9.3
SMILES string: C[C@H](NC(=O)[C@@H](N)CC(N)=O)C(=O)O

Last columns: bonded neighbours and bond lengths (Å).
Positions of all 27 atoms, in Å:
1 C 3.322 -0.699 -0.608  C2 1.631, H15 1.006, H16 1.144, H17 1.072
2 C 2.404 0.259 -1.556  C1 1.631, N3 1.511, C12 1.547, H18 1.101
3 N 1.392 0.845 -0.600  C2 1.511, C4 1.403, H19 1.199
4 C 0.524 -0.065 0.021  N3 1.403, O5 1.252, C6 1.637
5 O 0.723 -1.301 -0.026  C4 1.252
6 C -0.811 0.610 0.684  C4 1.637, N7 1.409, C8 1.433, H20 1.228
7 N -1.225 1.711 -0.094  C6 1.409, H21 0.903, H22 1.074
8 C -1.854 -0.179 1.272  C6 1.433, C9 1.537, H23 1.192, H24 1.086
9 C -2.762 0.670 2.175  C8 1.537, N10 1.358, O11 1.200
10 N -3.746 -0.010 2.818  C9 1.358, H25 1.069, H26 1.087
11 O -2.609 1.806 2.531  C9 1.200
12 C 1.597 -0.712 -2.451  C2 1.547, O13 1.294, O14 1.447
13 O 0.333 -0.938 -2.609  C12 1.294
14 O 2.515 -1.514 -3.231  C12 1.447, H27 1.083
15 H 3.793 -0.052 0.002  C1 1.006
16 H 4.021 -1.298 -1.288  C1 1.144
17 H 2.881 -1.603 -0.237  C1 1.072
18 H 3.028 0.912 -2.185  C2 1.101
19 H 0.539 1.413 -1.223  N3 1.199
20 H -0.173 0.826 1.710  C6 1.228
21 H -1.799 1.540 -0.769  N7 0.903
22 H -1.801 2.401 0.492  N7 1.074
23 H -2.428 -0.763 0.407  C8 1.192
24 H -1.731 -1.138 1.765  C8 1.086
25 H -4.414 0.614 3.375  N10 1.069
26 H -3.833 -0.950 3.357  N10 1.087
27 H 2.114 -2.386 -3.732  O14 1.083

=====

Referenced to the most stable arrangement, the calculated values in hartree are 1 0.0000; 2 0.1412; 3 0.1482.

=====

1.
ORCA calculation (ωB97M-V/def2-TZVPD) on one molecule with the formula C6H13N3.

HOMO-LUMO gap (eV): 8.614
HOMO energy (eV): -7.8
SMILES string: CC[C@@H]1CN=CN(C)N1

Last columns: bonded neighbours and bond lengths (Å).
Positions of all 22 atoms, in Å:
1 C 2.323 0.297 -1.259  C2 1.437, H10 1.142, H11 1.084, H12 1.046
2 C 0.912 0.026 -1.212  C1 1.437, C3 1.506, H13 1.072, H14 1.142
3 C 0.432 -1.000 -0.221  C2 1.506, C4 1.586, N9 1.506, H15 1.146
4 C -0.912 -1.665 -0.738  C3 1.586, N5 1.444, H16 1.013, H17 1.112
5 N -2.084 -0.829 -0.620  C4 1.444, C6 1.278
6 C -2.020 0.007 0.345  N5 1.278, N7 1.313, H18 1.064
7 N -1.000 0.372 1.085  C6 1.313, C8 1.457, N9 1.396
8 C -0.986 1.520 1.982  N7 1.457, H19 1.109, H20 1.105, H21 1.076
9 N 0.131 -0.445 1.147  C3 1.506, N7 1.396, H22 1.052
10 H 2.506 0.990 -2.148  C1 1.142
11 H 2.917 -0.604 -1.161  C1 1.084
12 H 2.623 0.842 -0.419  C1 1.046
13 H 0.403 -0.104 -2.147  C2 1.072
14 H 0.365 0.939 -0.799  C2 1.142
15 H 1.213 -1.835 -0.142  C3 1.146
16 H -1.024 -2.598 -0.363  C4 1.013
17 H -0.834 -1.873 -1.828  C4 1.112
18 H -2.933 0.443 0.675  C6 1.064
19 H -0.538 1.186 2.940  C8 1.109
20 H -2.044 1.818 2.085  C8 1.105
21 H -0.397 2.303 1.537  C8 1.076
22 H 0.947 0.210 1.261  N9 1.052

=====

2.
ORCA calculation (ωB97M-V/def2-TZVPD) on a 2-piece molecular cluster, C6H13N3 overall.

HOMO-LUMO gap (eV): 10.289
HOMO energy (eV): -9.5
SMILES string: [H]/N=C(/C)C(=C)C.[H]/N=C/N

Last columns: bonded neighbours and bond lengths (Å).
Positions of all 22 atoms, in Å:
1 H 0.261 -0.019 -2.702  N2 1.027
2 N 0.729 0.638 -2.066  H1 1.027, C3 1.293
3 C 0.982 0.050 -0.943  N2 1.293, C4 1.505, C5 1.484
4 C 1.683 0.812 0.150  C3 1.505, H8 1.093, H9 1.093, H10 1.094
5 C 0.636 -1.371 -0.691  C3 1.484, C6 1.340, C7 1.491
6 C 1.580 -2.280 -0.969  C5 1.340, H11 1.085, H12 1.087
7 C -0.725 -1.669 -0.160  C5 1.491, H13 1.095, H14 1.095, H15 1.093
8 H 1.549 0.323 1.118  C4 1.093
9 H 1.286 1.828 0.207  C4 1.093
10 H 2.751 0.864 -0.082  C4 1.094
11 H 1.403 -3.340 -0.813  C6 1.085
12 H 2.552 -1.992 -1.361  C6 1.087
13 H -1.489 -1.407 -0.899  C7 1.095
14 H -0.840 -2.731 0.081  C7 1.095
15 H -0.914 -1.104 0.756  C7 1.093
16 H -2.359 1.905 -0.756  N17 1.028
17 N -2.433 1.385 0.128  H16 1.028, C18 1.283
18 C -1.630 1.904 0.983  N17 1.283, N19 1.349, H20 1.103
19 N -1.498 1.422 2.236  C18 1.349, H21 1.015, H22 1.012
20 H -0.985 2.770 0.755  C18 1.103
21 H -1.955 0.526 2.363  N19 1.015
22 H -0.584 1.488 2.665  N19 1.012

=====

Referenced to the most stable arrangement, the calculated values in hartree are 1 0.0562; 2 0.0000.

=====

1.
ORCA calculation (ωB97M-V/def2-TZVPD) on one molecule with the formula C6H13N3.

HOMO-LUMO gap (eV): 7.831
HOMO energy (eV): -7.3

Last columns: bonded neighbours and bond lengths (Å).
Positions of all 22 atoms, in Å:
1 C 0.634 -0.872 -0.783  C3 1.533, C4 1.531, C5 1.526, H10 1.093
2 C -1.027 0.003 1.907  C6 1.382, H15 1.082, H16 1.080
3 C 1.225 0.219 -1.683  C1 1.533, H17 1.093, H19 1.091, H20 1.093
4 C 1.516 -1.123 0.443  C1 1.531, H18 1.092, H21 1.088, H22 1.090
5 C -0.831 -0.641 -0.424  C1 1.526, N7 1.640, N8 1.265
6 C -0.707 1.188 1.271  C2 1.382, N7 1.701, N9 1.260
7 N -1.225 0.949 -0.331  C5 1.640, C6 1.701, H11 1.014, H12 1.015
8 N -1.704 -1.497 -0.749  C5 1.265, H13 1.015
9 N -0.046 2.228 1.535  C6 1.260, H14 1.012
10 H 0.598 -1.796 -1.364  C1 1.093
11 H -0.728 1.612 -0.916  N7 1.014
12 H -2.232 1.063 -0.372  N7 1.015
13 H -2.669 -1.264 -0.538  N8 1.015
14 H 0.497 2.700 0.823  N9 1.012
15 H -0.781 -0.075 2.957  C2 1.082
16 H -1.921 -0.582 1.748  C2 1.080
17 H 1.376 1.154 -1.138  C3 1.093
18 H 2.506 -1.448 0.118  C4 1.092
19 H 2.204 -0.099 -2.045  C3 1.091
20 H 0.592 0.405 -2.553  C3 1.093
21 H 1.086 -1.909 1.061  C4 1.088
22 H 1.636 -0.214 1.033  C4 1.090

=====

2.
ORCA calculation (ωB97M-V/def2-TZVPD) on a 2-piece molecular cluster, C6H13N3 overall.

HOMO-LUMO gap (eV): 8.856
HOMO energy (eV): -8.4

Last columns: bonded neighbours and bond lengths (Å).
Positions of all 22 atoms, in Å:
1 C -1.466 -0.970 -0.957  C2 1.454, C6 1.584, H14 1.087, H15 1.085
2 C -0.707 -0.229 -1.950  C1 1.454, H16 1.082, H17 1.082
3 C 0.132 1.308 -0.778  C4 1.523, H18 1.089, H19 1.088
4 C 1.104 1.758 0.304  C3 1.523, H20 1.088, H21 1.089, H22 1.094
5 C 0.459 -1.112 0.684  C6 1.530, N7 1.367, N8 1.273
6 C -0.775 -0.293 0.298  C1 1.584, C5 1.530, N9 1.307
7 N 0.605 -1.199 2.040  C5 1.367, H10 1.009, H11 1.007
8 N 1.215 -1.620 -0.206  C5 1.273, H12 1.017
9 N -1.625 0.241 1.135  C6 1.307, H13 1.019
10 H -0.189 -0.949 2.610  N7 1.009
11 H 1.289 -1.832 2.423  N7 1.007
12 H 1.975 -2.177 0.180  N8 1.017
13 H -1.185 0.928 1.746  N9 1.019
14 H -1.275 -2.041 -0.965  C1 1.087
15 H -2.520 -0.717 -0.903  C1 1.085
16 H -1.242 0.475 -2.573  C2 1.082
17 H 0.214 -0.677 -2.299  C2 1.082
18 H 0.669 1.473 -1.711  C3 1.089
19 H -0.745 1.952 -0.801  C3 1.088
20 H 2.008 1.152 0.300  C4 1.088
21 H 0.677 1.731 1.305  C4 1.089
22 H 1.383 2.800 0.119  C4 1.094

=====

3.
ORCA calculation (ωB97M-V/def2-TZVPD) on a 2-piece molecular cluster, C6H13N3 overall.

HOMO-LUMO gap (eV): 8.482
HOMO energy (eV): -8.0
SMILES string: CN(N)C#N.C=C(C)C

Last columns: bonded neighbours and bond lengths (Å).
Positions of all 22 atoms, in Å:
1 C -2.238 -0.294 0.437  N2 1.398, H6 1.238, H7 1.088, H8 1.088
2 N -1.360 -1.288 -0.005  C1 1.398, N3 1.431, C4 1.421
3 N -0.769 -2.032 1.065  N2 1.431, H9 1.018, H10 1.020
4 C -0.460 -0.957 -1.053  N2 1.421, N5 1.171
5 N -0.051 -1.271 -2.105  C4 1.171
6 H -1.508 0.637 0.801  C1 1.238
7 H -2.787 0.140 -0.397  C1 1.088
8 H -2.897 -0.623 1.238  C1 1.088
9 H -1.404 -2.795 1.293  N3 1.018
10 H 0.109 -2.453 0.763  N3 1.020
11 C -0.050 1.372 0.776  C12 1.386, H15 1.083, H16 1.084
12 C 0.762 0.744 -0.155  C11 1.386, C13 1.514, C14 1.510
13 C 1.900 -0.121 0.345  C12 1.514, H17 1.087, H18 1.093, H19 1.089
14 C 1.068 1.472 -1.442  C12 1.510, H20 1.095, H21 1.089, H22 1.087
15 H -0.463 2.346 0.543  C11 1.083
16 H 0.101 1.176 1.831  C11 1.084
17 H 1.649 -0.614 1.281  C13 1.087
18 H 2.796 0.487 0.497  C13 1.093
19 H 2.142 -0.878 -0.399  C13 1.089
20 H 1.983 2.064 -1.333  C14 1.095
21 H 0.253 2.133 -1.737  C14 1.089
22 H 1.224 0.754 -2.243  C14 1.087

=====

4.
ORCA calculation (ωB97M-V/def2-TZVPD) on one molecule with the formula C6H13N3.

HOMO-LUMO gap (eV): 8.069
HOMO energy (eV): -7.2
SMILES string: C=C1N[C@]1(N)C(C)(C)N

Last columns: bonded neighbours and bond lengths (Å).
Positions of all 22 atoms, in Å:
1 C -2.480 1.115 -0.841  C2 1.353, H10 1.084, H11 1.083
2 C -1.287 0.552 -0.539  C1 1.353, N3 1.431, C4 1.526
3 N -0.786 -0.368 -1.514  C2 1.431, C4 1.432, H12 1.015
4 C 0.204 0.275 -0.703  C2 1.526, N3 1.432, N5 1.434, C6 1.521
5 N 0.984 1.353 -1.237  C4 1.434, H13 1.016, H14 1.019
6 C 0.562 -0.470 0.574  C4 1.521, C7 1.522, C8 1.525, N9 1.604
7 C 1.879 -0.018 1.188  C6 1.522, H15 1.095, H16 1.094, H17 1.095
8 C 0.441 -1.990 0.566  C6 1.525, H18 1.096, H19 1.092, H20 1.095
9 N -0.669 0.121 1.416  C6 1.604, H21 1.019, H22 1.020
10 H -2.952 1.792 -0.138  C1 1.084
11 H -3.044 0.831 -1.720  C1 1.083
12 H -0.893 0.018 -2.447  N3 1.015
13 H 1.742 1.011 -1.819  N5 1.016
14 H 0.404 1.995 -1.777  N5 1.019
15 H 2.705 -0.303 0.529  C7 1.095
16 H 1.927 1.068 1.306  C7 1.094
17 H 2.039 -0.481 2.167  C7 1.095
18 H 1.189 -2.413 -0.114  C8 1.096
19 H -0.545 -2.326 0.238  C8 1.092
20 H 0.589 -2.410 1.567  C8 1.095
21 H -0.491 1.072 1.736  N9 1.019
22 H -1.519 -0.423 1.564  N9 1.020

=====

Referenced to the most stable arrangement, the calculated values in hartree are 1 0.0000; 2 0.0246; 3 0.0269; 4 0.0338.

=====

1.
ORCA calculation (ωB97M-V/def2-TZVPD) on a 2-piece molecular cluster, C3H8O2 overall.

HOMO-LUMO gap (eV): 8.732
HOMO energy (eV): -8.3
SMILES string: C/C=C/O.O

Last columns: bonded neighbours and bond lengths (Å).
Positions of all 13 atoms, in Å:
1 C 1.999 0.709 1.181  C2 1.558, H5 1.116, H6 1.075, H7 1.118
2 C 0.588 1.050 0.615  C1 1.558, C3 1.374, H8 1.142
3 C 0.133 0.315 -0.453  C2 1.374, O4 1.387, H9 1.076
4 O -1.047 0.667 -1.092  C3 1.387, H10 1.030
5 H 2.613 1.636 1.091  C1 1.116
6 H 2.246 -0.162 0.601  C1 1.075
7 H 1.861 0.366 2.236  C1 1.118
8 H -0.087 1.875 1.023  C2 1.142
9 H 0.680 -0.464 -0.955  C3 1.076
10 H -1.611 -0.189 -1.199  O4 1.030
11 O -2.428 -1.668 -1.191  H12 1.000, H13 0.936
12 H -2.098 -2.561 -1.496  O11 1.000
13 H -2.849 -1.575 -0.360  O11 0.936

=====

2.
ORCA calculation (ωB97M-V/def2-TZVPD) on one molecule with the formula C3H8O2.

HOMO-LUMO gap (eV): 11.038
HOMO energy (eV): -10.2
SMILES string: OCCCO

Last columns: bonded neighbours and bond lengths (Å).
Positions of all 13 atoms, in Å:
1 O -0.405 2.092 -0.893  C2 1.457, H6 1.077
2 C -0.826 0.709 -1.072  O1 1.457, C3 1.550, H7 0.990, H8 1.056
3 C 0.203 -0.260 -0.433  C2 1.550, C4 1.494, H9 1.103, H10 1.174
4 C 0.413 -0.441 1.035  C3 1.494, O5 1.471, H11 1.180, H12 1.093
5 O 0.203 -1.797 1.564  C4 1.471, H13 0.980
6 H -0.254 2.374 0.134  O1 1.077
7 H -1.671 0.689 -0.556  C2 0.990
8 H -0.877 0.298 -2.043  C2 1.056
9 H -0.118 -1.303 -0.598  C3 1.103
10 H 1.211 -0.140 -1.023  C3 1.174
11 H 1.533 -0.165 1.287  C4 1.180
12 H -0.140 0.234 1.695  C4 1.093
13 H 0.729 -2.291 0.902  O5 0.980

=====

Referenced to the most stable arrangement, the calculated values in hartree are 1 0.0000; 2 0.0282.